[1]
3 unconnected molecules or ions with the total composition C4H13NO2 in a non-equilibrium geometry, computed with ωB97M-V/def2-TZVPD.

```
! wB97M-V def2-TZVPD RIJCOSX def2/J DEFGRID3
* xyz 0 1
C -1.81814 -1.11249 1.88171
C -0.54122 -0.37297 1.70399
C -0.02754 0.01297 0.51657
N 0.57053 1.26361 0.34809
C 0.11952 2.18147 -0.66690
H -2.14569 -1.61024 0.96551
H -2.68868 -0.48438 2.09406
H -1.77828 -1.84494 2.68620
H -0.16394 0.10393 2.60755
H -0.17297 -0.63819 -0.33814
H 0.72709 1.70839 1.23627
H -0.46487 1.73439 -1.46009
H 0.93488 2.78889 -1.05669
H -0.53988 2.93135 -0.22095
O -0.65439 -0.63401 -2.85577
H -1.32556 -1.16125 -3.28792
H 0.22432 -1.01353 -2.87557
O 3.34639 -1.58042 -0.59505
H 2.50870 -1.48351 -0.13542
H 3.88975 -0.78909 -0.54744
*
```

Results
Kohn-Sham gap: 0.2999 Eh
E_LUMO: 0.735 eV
F_max: 1.93 eV Å⁻¹
Electronic energy: -365.37024 a.u.



[2]
A molecular structure, C28H25BrN4O3PdS2 in a non-equilibrium geometry, computed with ωB97M-V/def2-TZVPD.

```
! wB97M-V def2-TZVPD RIJCOSX def2/J DEFGRID3
* xyz 0 3
Pd 0.04071 0.17086 0.02176
N 1.13453 -4.00211 -0.63214
C 0.72361 -2.74880 -0.27066
S 1.32970 -1.40557 -1.22958
N -0.13131 -2.60868 0.69030
N -0.61628 -1.40715 0.94219
C -1.61474 -1.18289 1.82099
C -2.27380 -2.28457 2.52062
C -2.61172 -2.17267 3.87230
C -3.25573 -3.21115 4.51746
C -3.55373 -4.38327 3.83924
C -3.20183 -4.50905 2.50390
C -2.56592 -3.47292 1.84830
C -2.01847 0.16746 1.96125
C -3.20217 0.60113 2.60492
C -3.53797 1.92482 2.61066
C -2.69163 2.86165 1.99025
C -1.56724 2.39481 1.35119
N -1.23455 1.11039 1.33238
H 2.03352 -4.04387 -1.08458
H 0.94230 -4.72866 0.04009
H -2.34826 -1.27662 4.41583
H -3.51779 -3.11096 5.56078
H -4.05453 -5.19482 4.34999
H -3.42655 -5.42208 1.97014
H -2.30887 -3.56699 0.80387
H -3.85462 -0.13707 3.03957
H -4.45553 2.25430 3.07155
H -2.92976 3.91080 1.98251
H -0.89183 3.07233 0.83596
C 1.90214 4.27652 -4.55851
C 1.11024 3.12537 -4.02623
C -0.11456 3.31498 -3.39962
C -0.86208 2.23290 -2.97342
C -0.38936 0.95001 -3.19279
C 0.84484 0.74238 -3.78546
C 1.59108 1.83021 -4.19411
S -1.38125 -0.48934 -2.71802
C -2.76981 -0.07464 -3.85778
O -1.93791 -0.16028 -1.37395
H 1.48359 5.22927 -4.24844
H 1.90634 4.23573 -5.64763
H 2.93438 4.21806 -4.22230
H -0.48780 4.31690 -3.24432
H -1.79476 2.38085 -2.44868
H 1.21423 -0.26548 -3.90166
H 2.55661 1.67370 -4.65338
H -3.05122 0.95967 -3.70097
H -3.59702 -0.73694 -3.62875
H -2.43057 -0.22816 -4.87506
Br 5.67636 6.35912 -2.11145
C 4.50403 5.02388 -1.42823
C 3.17882 5.35161 -1.19180
C 2.32122 4.37096 -0.73379
C 2.79395 3.08559 -0.49588
C 4.13124 2.78237 -0.71138
C 4.99524 3.75150 -1.18665
C 1.84388 1.99188 -0.13636
O 2.13285 1.11091 0.69501
O 0.74723 1.99486 -0.75790
H 2.82479 6.35686 -1.36198
H 1.28195 4.59203 -0.54784
H 4.47795 1.78085 -0.51135
H 6.03616 3.52567 -1.36632
*
```

Results
Kohn-Sham gap (alpha / beta): 0.1861 / 0.2222 Eh
E_LUMO (alpha / beta): -0.554 / -1.465 eV
F_max: 2.00 eV Å⁻¹
Electronic energy: -5024.96610 a.u.



[3]
A molecular structure, C31H36N2O2Zr, computed with ωB97M-V/def2-TZVPD.

```
! wB97M-V def2-TZVPD RIJCOSX def2/J DEFGRID3
* xyz 2 1
Zr 0.78987 0.66746 0.25538
C 2.79861 2.02033 -0.15449
C 3.22075 0.65537 -0.11780
C 3.07911 0.19156 1.20394
C 2.51464 1.23565 1.97189
C 2.37193 2.37426 1.13447
H 2.86500 2.68177 -1.00435
H 3.64526 0.10133 -0.94296
H 3.36536 -0.78508 1.56478
H 2.30030 1.20864 3.03077
H 2.00565 3.34265 1.44307
C 1.80945 -5.25373 0.33523
O 0.85432 -4.44506 -0.36318
C 1.28221 -3.75445 -1.43756
C 2.61298 -3.62629 -1.82306
C 2.93307 -2.90951 -2.96713
C 1.94937 -2.32063 -3.75010
C 0.62262 -2.44318 -3.37365
C 0.30117 -3.12841 -2.21481
N -1.08660 -3.28855 -1.88968
C -1.74367 -3.22746 -0.76962
C -1.35099 -2.80917 0.54647
C -2.09583 -3.34479 1.60861
C -1.75586 -3.10046 2.92612
C -0.65576 -2.29699 3.19880
C 0.07144 -1.72163 2.16370
C -0.27794 -1.94034 0.83508
O 0.33740 -1.25232 -0.13860
H 1.24296 -5.79711 1.08411
H 2.56022 -4.62839 0.81982
H 2.28700 -5.95573 -0.34837
H 3.39434 -4.09914 -1.24743
H 3.97101 -2.83406 -3.26333
H 2.20987 -1.79216 -4.65583
H -0.16267 -2.00588 -3.97741
H -1.65045 -3.57243 -2.68381
H -2.76771 -3.57726 -0.86304
H -2.93706 -3.98843 1.38216
H -2.33152 -3.54083 3.72669
H -0.36001 -2.11585 4.22414
H 0.96305 -1.14139 2.39359
C -1.95939 5.89462 1.62304
C -1.61865 4.43315 1.60601
C -1.50924 3.72305 2.81077
C -1.23415 2.37652 2.83155
C -1.20281 1.60322 4.11668
C -1.04957 1.72946 1.59214
C -1.11401 2.42917 0.35747
C -1.39952 3.79881 0.39247
N -0.65091 1.67494 -0.72810
C -0.94597 1.74438 -2.18230
C -1.62496 3.02778 -2.64027
C 0.39859 1.57230 -2.88054
C -1.85635 0.55984 -2.50336
H -1.89798 6.31318 2.62476
H -2.97582 6.04461 1.25494
H -1.29072 6.45667 0.97134
H -1.67069 4.24983 3.74332
H -2.21567 1.42514 4.48122
H -0.67039 2.15636 4.88949
H -0.71825 0.63389 3.99297
H -1.13320 0.63436 1.60376
H -1.42384 4.37973 -0.51401
H -0.98717 3.90167 -2.51269
H -2.57028 3.18916 -2.12335
H -1.84332 2.94220 -3.70540
H 1.06983 2.40495 -2.67042
H 0.27975 1.49220 -3.96217
H 0.89381 0.63199 -2.57679
H -2.82117 0.67193 -2.00630
H -1.40539 -0.37756 -2.17058
H -2.03542 0.50010 -3.57824
*
```

Results
Kohn-Sham gap: 0.2618 Eh
E_LUMO: -6.635 eV
F_max: 0.55 eV Å⁻¹
Electronic energy: -1509.46407 a.u.



[4]
A molecular structure, C9H27MnN9O22S in a non-equilibrium geometry, computed with ωB97M-V/def2-TZVPD.

```
! wB97M-V def2-TZVPD RIJCOSX def2/J DEFGRID3
* xyz 0 6
Mn -16.93119 -8.88917 -28.91539
S -15.83331 -6.97434 -30.45449
O -16.04120 -6.70327 -31.86616
O -15.54550 -8.46287 -30.28358
O -14.80946 -6.18387 -29.78602
O -17.07466 -6.91460 -29.59892
C -12.44078 -8.07017 -28.98651
N -13.09465 -9.38672 -28.76390
O -12.60896 -10.34035 -29.33186
O -14.08390 -9.43719 -28.05963
H -12.86637 -7.32350 -28.33342
H -12.61496 -7.89054 -30.04264
H -11.37823 -8.19345 -28.79772
C -15.49348 -5.26976 -26.91396
N -15.39181 -6.70173 -26.53053
O -16.25124 -7.43353 -27.00600
O -14.53357 -7.06039 -25.76787
H -16.12329 -4.76888 -26.17829
H -16.07380 -5.26790 -27.83107
H -14.51368 -4.82183 -26.99506
C -18.80578 -8.31515 -32.48108
N -19.30345 -8.66499 -31.12143
O -18.51122 -9.26319 -30.40663
O -20.44310 -8.42126 -30.83014
H -19.67875 -8.10079 -33.08752
H -18.09604 -9.05028 -32.83043
H -18.29629 -7.35836 -32.33292
C -14.79648 -12.55391 -29.63046
N -15.89700 -11.76212 -30.26326
O -16.16362 -11.99818 -31.40732
O -16.51945 -10.98471 -29.55027
H -15.02049 -13.60243 -29.78639
H -14.82045 -12.31808 -28.57177
H -13.85576 -12.20711 -30.04112
C -13.19653 -5.92452 -32.58323
N -12.14558 -6.34960 -33.56967
O -11.22522 -7.02142 -33.14201
O -12.20840 -5.89067 -34.68819
H -13.16150 -6.52420 -31.68555
H -14.12771 -6.14830 -33.08569
H -12.91440 -4.89567 -32.38645
C -19.44103 -6.02226 -27.92682
N -19.29867 -7.29487 -27.16693
O -18.73295 -8.23481 -27.70354
O -19.76999 -7.32854 -26.06266
H -19.26272 -5.11871 -27.35757
H -20.53259 -6.05230 -28.06001
H -18.95793 -6.07212 -28.89220
C -19.18744 -4.39416 -31.98347
N -18.96879 -3.69508 -33.27326
O -19.95161 -3.28371 -33.84181
O -17.83428 -3.68074 -33.70512
H -19.30129 -3.68349 -31.16765
H -18.34360 -5.04016 -31.75518
H -20.09670 -4.98027 -32.08257
C -15.78850 -6.28577 -35.39545
N -15.99678 -5.08416 -36.25752
O -16.70785 -5.27113 -37.23016
O -15.48925 -4.03290 -35.95724
H -16.24622 -7.12253 -35.90830
H -16.23506 -6.09926 -34.42245
H -14.72202 -6.48899 -35.32714
C -15.67314 -3.60840 -31.10757
N -15.97816 -2.41162 -30.27488
O -15.33340 -2.24306 -29.26055
O -16.90025 -1.71452 -30.64645
H -14.71660 -4.02805 -30.83343
H -15.58967 -3.30259 -32.14854
H -16.51246 -4.27472 -30.97509
*
```

Results
Kohn-Sham gap (alpha / beta): 0.3205 / 0.3411 Eh
E_LUMO (alpha / beta): -0.977 / -1.061 eV
F_max: 1.95 eV Å⁻¹
Electronic energy: -4055.62355 a.u.



[5]
A molecular structure, C10H11NO in a non-equilibrium geometry, computed with ωB97M-V/def2-TZVPD.

```
! wB97M-V def2-TZVPD RIJCOSX def2/J DEFGRID3
* xyz 0 1
C 1.06735 -2.12518 -1.51034
C 0.01865 -1.92814 -2.36264
C 1.17908 -1.29998 -0.35681
C -0.97992 -0.94183 -2.15309
C 0.21284 -0.25345 -0.11275
C -0.84694 -0.11718 -1.00637
C 0.15280 0.67217 1.08111
C -1.29334 1.70167 0.40368
C -0.30455 0.09534 2.32320
C 1.33381 1.68693 1.08716
N -1.64980 0.95318 -0.65478
O -1.86073 2.77407 0.64553
H 1.69845 -3.00038 -1.70638
H -0.04003 -2.53714 -3.15164
H 1.94097 -1.45374 0.30639
H -1.71722 -0.83716 -2.86801
H -0.64548 0.78073 3.12030
H 0.41185 -0.67676 2.89449
H -1.10385 -0.66509 2.20782
H 0.92037 2.52713 0.53630
H 2.13626 1.25750 0.39195
H 1.59388 1.80871 2.14374
H -2.22445 1.57863 -1.25886
*
```

Results
Kohn-Sham gap: 0.3478 Eh
E_LUMO: 0.799 eV
F_max: 5.18 eV Å⁻¹
Electronic energy: -517.59729 a.u.



[6]
A single C5H9N molecule in a non-equilibrium geometry, computed with ωB97M-V/def2-TZVPD.

```
! wB97M-V def2-TZVPD RIJCOSX def2/J DEFGRID3
* xyz 0 1
C 2.41614 0.31049 -1.61425
C 1.17899 -0.14896 -1.36887
C 0.83025 -0.29043 0.08888
N -0.58878 0.09757 0.22348
C -1.39303 -0.48784 1.21003
C -2.59647 0.02433 1.51871
H 2.52439 0.41914 -2.69285
H 3.00785 1.04970 -1.09861
H 0.36957 0.00723 -2.07053
H 0.84209 -1.33935 0.38834
H 1.55912 0.31852 0.64171
H -0.90271 1.01992 -0.03680
H -1.10351 -1.52998 1.33564
H -2.92966 1.00988 1.20241
H -3.21424 -0.46022 2.27271
*
```

Results
Kohn-Sham gap: 0.3352 Eh
E_LUMO: 1.166 eV
F_max: 3.54 eV Å⁻¹
Electronic energy: -250.56590 a.u.



[7]
A molecular structure, C3H5NS2 in a non-equilibrium geometry, computed with ωB97M-V/def2-TZVPD.

```
! wB97M-V def2-TZVPD RIJCOSX def2/J DEFGRID3
* xyz 0 1
C -0.77999 -0.08401 0.91758
C -1.51578 0.83506 0.02147
C 0.49573 0.05870 -0.04438
H -0.74013 -2.17711 0.35607
H -0.92051 -1.71740 2.03100
H -0.12016 0.45435 1.78744
H -2.33051 0.40566 -0.70908
H -1.70567 1.76954 0.57053
N -1.31881 -1.46569 1.16921
S -0.21125 1.16348 -1.08918
S 1.82680 -0.74683 -0.01010
*
```

Results
Kohn-Sham gap: 0.3169 Eh
E_LUMO: 0.017 eV
F_max: 4.87 eV Å⁻¹
Electronic energy: -968.33854 a.u.



[8]
A single C5H8ClN molecule in a non-equilibrium geometry, computed with ωB97M-V/def2-TZVPD.

```
! wB97M-V def2-TZVPD RIJCOSX def2/J DEFGRID3
* xyz 0 1
C -3.11585 -1.10740 0.18421
C -2.09452 -0.19919 0.11854
Cl -2.41904 1.38316 -0.22004
N -0.86592 -0.58939 0.24199
C 0.18451 -0.06258 -0.21324
C 1.56617 -0.52294 0.20975
C 0.23465 0.81696 -1.45891
H -4.07290 -0.64484 0.16061
H -2.83330 -2.11396 0.34715
H 1.66579 -1.58220 0.21541
H 1.80545 -0.19138 1.27783
H 2.16985 -0.08948 -0.60015
H 1.01012 0.27858 -2.05692
H 0.51449 1.78123 -1.15949
H -0.69786 0.95060 -1.99017
*
```

Results
Kohn-Sham gap: 0.3225 Eh
E_LUMO: 0.559 eV
F_max: 5.24 eV Å⁻¹
Electronic energy: -710.19411 a.u.



- Among the records above, which one has the highest electronic energy?
  C5H9N